No. 1
C30H33Cl12N3O6 | ωB97M-V with the def2-TZVPD basis set

```
84
Properties=species:S:1:pos:R:3:forces:R:3:lowdin_charge:R:1
C 0.413 -0.480 -4.616 -0.6 0.3 -0.1 0.0551
N -1.028 -0.347 -4.211 0.3 -0.5 0.3 -0.4427
O -1.374 -0.859 -3.164 0.2 0.0 0.3 0.0144
O -1.770 0.186 -4.997 -0.1 0.2 -0.2 0.0657
H 1.043 -0.765 -3.781 -0.3 -0.1 0.1 0.0587
H 0.676 0.502 -4.992 0.2 -0.2 -0.3 0.0797
H 0.366 -1.256 -5.375 0.4 0.1 -0.2 0.1079
C 0.517 -4.423 -1.394 0.9 0.5 0.3 0.0607
N 0.366 -4.388 0.098 -0.3 -1.1 -1.5 -0.4433
O -0.293 -3.522 0.599 -0.4 0.8 0.6 0.0513
O 0.858 -5.339 0.657 0.3 -0.1 0.8 0.0701
H -0.022 -3.602 -1.853 -0.3 -0.2 0.0 0.0916
H 0.272 -5.434 -1.691 -0.3 0.1 -0.2 0.0995
H 1.584 -4.266 -1.559 0.0 0.0 -0.1 0.0890
C -1.239 -0.252 0.227 0.7 0.2 0.7 0.0385
N -1.917 0.745 1.112 -0.8 -0.4 -0.2 -0.4095
O -2.146 0.399 2.261 0.4 0.4 -0.5 -0.0480
O -2.297 1.780 0.598 0.3 -0.2 0.3 0.0640
H -0.846 0.285 -0.626 -0.2 -0.2 -0.2 0.0698
H -1.948 -1.042 0.002 -0.2 0.2 -0.2 0.0641
H -0.431 -0.686 0.816 -0.1 0.0 0.0 0.0656
Cl -2.364 0.750 5.259 -0.1 0.2 0.1 0.5382
C -1.799 2.313 5.867 0.0 -0.2 -0.4 -2.0365
Cl -0.035 2.285 5.871 0.3 0.1 -0.1 0.5292
Cl -2.372 3.615 4.789 0.1 -0.3 0.4 0.5243
Cl -2.344 2.545 7.521 -0.2 0.2 0.0 0.5355
Cl -4.864 -2.505 4.785 0.1 -0.1 0.0 0.5451
C -5.040 -2.309 3.048 -0.7 0.0 -0.4 -2.0350
Cl -5.783 -0.735 2.699 0.2 -0.1 0.2 0.5153
Cl -3.486 -2.430 2.245 0.3 -0.1 0.1 0.5402
Cl -6.110 -3.584 2.380 0.2 0.2 0.3 0.5027
Cl -4.553 -0.550 -3.262 -0.2 -0.1 0.1 0.5526
C -5.641 -0.575 -1.869 -0.3 0.0 -0.5 -2.0462
Cl -7.178 -1.380 -2.291 0.3 0.1 0.0 0.5124
Cl -4.892 -1.431 -0.541 0.2 -0.2 0.1 0.5108
Cl -5.986 1.078 -1.387 0.0 0.3 0.1 0.5335
C 2.875 -2.919 3.668 -0.4 0.0 0.2 -0.1062
C 1.540 -3.184 3.394 -0.4 0.1 0.1 -0.0899
C 0.609 -2.137 3.319 0.1 -0.7 0.2 -0.0998
C 1.011 -0.855 3.583 0.6 1.1 -0.5 -0.1070
C 2.373 -0.566 3.722 0.1 -0.1 0.3 -0.0882
C 3.287 -1.600 3.821 0.1 -0.2 0.0 -0.0956
H 3.589 -3.723 3.787 0.0 -0.1 0.0 0.1032
H 1.159 -4.196 3.324 0.2 -0.1 -0.3 0.1000
H -0.424 -2.321 3.050 0.0 -0.2 0.3 0.0826
H 0.296 -0.039 3.613 -0.1 -0.1 -0.2 0.0632
H 2.753 0.448 3.748 -0.3 0.1 0.3 0.1017
H 4.321 -1.404 4.078 0.0 0.1 -0.3 0.1022
C 0.229 2.514 -3.217 -1.2 0.4 -0.2 -0.1196
C -0.965 2.819 -2.549 0.5 -0.8 -0.5 -0.0714
C -1.817 3.798 -3.049 0.2 -0.7 0.4 -0.0723
C -1.455 4.518 -4.171 0.1 0.8 0.2 -0.0838
C -0.226 4.297 -4.788 -0.8 -0.3 -0.2 -0.0880
C 0.536 3.227 -4.370 1.4 0.0 0.6 -0.1121
H 0.846 1.688 -2.892 0.1 0.1 0.1 0.0727
H -1.260 2.196 -1.715 -0.1 0.3 0.2 0.0780
H -2.755 3.928 -2.526 -0.1 0.3 -0.2 0.1079
H -2.102 5.329 -4.486 0.0 -0.1 -0.2 0.1028
H 0.092 4.880 -5.642 -0.1 0.1 0.0 0.1020
H 1.498 3.043 -4.842 -0.1 -0.1 -0.2 0.1035
C 2.324 -0.969 -1.317 -0.6 0.8 -0.8 -0.1098
C 3.329 -1.099 -2.270 0.3 -0.3 0.9 -0.0908
C 4.358 -1.983 -1.991 0.5 -0.4 -0.8 -0.0938
C 4.335 -2.779 -0.862 0.0 0.4 0.6 -0.0884
C 3.322 -2.628 0.074 -0.5 -0.3 -0.3 -0.0764
C 2.277 -1.722 -0.160 0.8 -0.6 0.2 -0.0857
H 1.571 -0.224 -1.569 -0.3 -0.2 0.4 0.0755
H 3.326 -0.486 -3.161 0.1 0.0 0.0 0.0992
H 5.187 -2.130 -2.677 -0.1 0.2 -0.1 0.1046
H 5.145 -3.462 -0.643 0.0 -0.1 -0.2 0.1062
H 3.312 -3.304 0.919 -0.1 0.3 0.2 0.0949
H 1.471 -1.676 0.559 0.0 0.2 0.0 0.0716
C 1.627 3.854 -0.248 0.0 -0.1 0.3 -0.0865
C 1.106 4.590 0.814 0.7 -0.9 -0.3 -0.0731
C 0.797 3.906 1.990 -0.8 0.7 -0.1 -0.0838
C 0.957 2.536 2.100 0.4 -0.2 0.0 -0.0907
C 1.472 1.812 1.029 -0.2 -0.1 -0.1 -0.0913
C 1.755 2.467 -0.149 0.4 0.8 -0.4 -0.1053
H 2.018 4.341 -1.134 -0.3 0.1 -0.1 0.1030
H 1.050 5.666 0.732 -0.2 0.0 0.1 0.1007
H 0.334 4.491 2.778 0.2 -0.2 0.3 0.0952
H 0.748 2.020 3.027 -0.2 0.1 0.1 0.0557
H 1.666 0.747 1.090 -0.1 0.0 0.2 0.0790
H 2.160 1.966 -1.019 0.1 -0.3 0.2 0.0798
```
Forces are in eV/Å.

E_LUMO: 0.001 Eh
HOMO: -9.2 eV
Orbital gap: 0.3375 Ha

No. 2
C13H28I2O6S | ωB97M-V with the def2-TZVPD basis set

```
50
Properties=species:S:1:pos:R:3:forces:R:3:nbo_charge:R:1
C 2.271 1.405 -2.965 0.1 -0.8 0.2 -0.6529
C 0.905 0.666 -3.049 0.7 0.8 -0.1 -0.3022
I 1.234 -1.376 -3.766 -0.2 0.4 0.2 0.0717
C -0.135 1.307 -4.022 -0.3 -0.4 0.8 -0.3481
I 0.123 3.450 -4.275 -0.1 -0.3 0.1 0.0998
C -1.575 0.884 -3.628 0.3 -0.6 -0.4 -0.0133
C -2.779 1.721 -4.124 -1.3 0.6 -0.8 -0.1185
O -3.892 1.538 -3.180 1.0 -1.5 1.4 -0.6573
S -3.431 0.286 -2.222 -1.1 -1.9 1.4 2.4535
O -3.723 -0.960 -2.954 1.3 2.7 1.0 -0.8850
O -3.880 0.285 -0.830 0.8 1.1 -2.9 -0.8639
O -1.834 0.742 -2.204 -1.4 -0.4 -0.6 -0.6599
H 3.018 0.681 -2.592 -0.3 0.4 -0.2 0.2436
H 2.235 2.208 -2.210 -0.2 -0.2 -0.4 0.2319
H 2.612 1.809 -3.928 -0.2 -0.2 0.3 0.2177
H 0.540 0.562 -2.018 -0.2 -0.1 -0.6 0.2441
H 0.039 0.863 -5.015 -0.1 0.6 0.3 0.2495
H -1.599 -0.175 -3.962 -0.4 0.6 -0.4 0.2387
H -2.691 2.816 -4.168 0.7 -0.5 0.3 0.2284
H -3.207 1.454 -5.105 0.7 -0.4 0.3 0.2187
C 3.278 -0.265 2.437 0.2 0.1 0.0 -0.6448
C 3.492 -0.716 1.003 -0.1 -0.1 0.1 -0.0641
O 3.683 0.355 0.093 -0.2 0.0 -0.2 -0.5454
C 4.809 1.183 0.328 0.1 0.0 0.0 -0.0631
C 6.134 0.444 0.251 0.0 -0.2 0.1 -0.6448
H 2.471 0.467 2.493 0.0 -0.1 0.0 0.2153
H 3.026 -1.117 3.069 0.0 0.0 0.0 0.2203
H 4.174 0.201 2.851 0.0 -0.1 0.0 0.2006
H 2.601 -1.246 0.662 0.0 0.1 -0.1 0.1891
H 4.322 -1.427 0.935 0.0 0.0 0.1 0.1609
H 4.706 1.705 1.285 0.0 0.0 0.0 0.1632
H 4.786 1.949 -0.449 -0.1 -0.1 0.0 0.1831
H 6.238 -0.281 1.060 0.0 0.1 0.0 0.2042
H 6.965 1.147 0.326 0.0 0.0 0.0 0.2165
H 6.216 -0.101 -0.691 0.0 0.1 0.0 0.2127
C -3.925 0.112 2.566 -0.2 -0.1 0.1 -0.6496
C -2.761 -0.855 2.446 -0.1 0.1 -0.1 -0.0632
O -2.227 -1.264 3.695 0.2 0.0 0.1 -0.5390
C -3.117 -1.953 4.553 0.0 -0.1 0.0 -0.0630
C -3.639 -3.255 3.971 -0.1 0.0 -0.2 -0.6445
H -3.654 0.965 3.192 0.0 0.0 0.0 0.2072
H -4.217 0.475 1.581 0.0 0.0 0.0 0.2352
H -4.798 -0.362 3.019 0.0 0.0 -0.1 0.1975
H -1.944 -0.362 1.917 0.1 -0.1 0.1 0.1854
H -3.038 -1.728 1.846 -0.1 0.0 0.0 0.1618
H -3.942 -1.299 4.853 -0.1 0.0 0.0 0.1593
H -2.550 -2.173 5.460 0.1 0.1 -0.1 0.1832
H -4.281 -3.080 3.105 0.0 0.0 0.1 0.2047
H -4.225 -3.796 4.715 0.0 0.0 0.0 0.2132
H -2.812 -3.888 3.644 0.0 0.0 0.1 0.2114
```
Forces are in eV/Å.

E_LUMO: -0.009 Eh
HOMO: -9.4 eV
Orbital gap: 0.3358 Ha

No. 3
C7H9NO2 | ωB97M-V with the def2-TZVPD basis set

```
19
Properties=species:S:1:pos:R:3:forces:R:3:nbo_charge:R:1
C -0.269 2.439 -0.099 -1.1 2.7 -1.0 -0.3769
C 0.189 1.632 1.111 2.0 1.6 0.2 -0.3906
C 0.155 -1.546 -0.552 -1.9 0.1 0.9 -0.4063
C 1.668 0.676 -1.093 3.0 0.5 -0.9 -0.4496
C -0.846 -2.502 0.046 1.6 1.3 -2.5 -0.1833
C 0.562 1.238 -0.293 -1.4 -0.7 -0.2 -0.1875
C 0.384 -0.053 -0.911 -0.5 -1.8 1.1 0.2214
N -1.834 -2.052 0.855 -1.0 -1.1 1.1 0.4500
O -1.842 -0.854 1.194 -0.2 -0.2 0.1 -0.4959
O -2.659 -2.925 1.258 0.7 1.6 -0.3 -0.4576
H -1.330 2.508 -0.425 0.7 -0.9 0.4 0.2399
H 0.139 3.517 -0.397 -0.1 -2.6 1.2 0.2313
H 1.092 2.198 1.588 -1.9 -1.5 -0.2 0.2273
H -0.481 0.915 1.649 0.7 1.1 -0.4 0.2858
H 0.786 -1.025 0.279 0.1 -0.4 -0.1 0.3395
H 0.730 -2.135 -1.201 1.2 -0.5 -0.7 0.2393
H 1.971 1.122 -2.131 -0.9 -0.8 2.0 0.2477
H 2.601 0.370 -0.490 -1.5 0.2 -1.1 0.2296
H -1.014 -3.525 -0.386 0.6 1.4 0.6 0.2358
```
Forces are in eV/Å.

E_LUMO (spin up / spin down): -0.060 / -0.044 Eh
Energy relative to the best compared isomer or geometry (same formula, charge and spin): 10.525 eV
HOMO (spin up / spin down): -7.9 / -8.3 eV
Orbital gap (spin up / spin down): 0.2291 / 0.2609 Ha

No. 4
C3H8BN | ωB97M-V with the def2-TZVPD basis set

```
13
Properties=species:S:1:pos:R:3:forces:R:3:nbo_charge:R:1
B -1.113 -0.572 0.231 -0.1 -1.0 0.0 0.7572
C 0.369 -1.031 0.527 0.9 3.5 2.7 -0.8026
C 1.230 0.139 -0.193 -2.2 -1.4 -0.8 -0.4156
C 0.211 1.290 -0.445 -0.2 1.0 0.5 -0.2233
N -1.186 0.639 -0.409 2.6 0.4 0.6 -0.9112
H -3.156 -2.531 1.170 0.4 0.4 -0.2 -0.0869
H 0.618 -0.845 1.649 -0.8 -0.8 -1.5 0.2287
H 0.822 -1.930 0.242 0.0 -1.6 -0.2 0.2352
H 2.153 0.404 0.333 -0.3 0.0 -0.4 0.2211
H 1.366 -0.450 -1.122 0.8 1.2 0.0 0.2054
H 0.300 2.137 0.356 -0.3 -1.6 -1.2 0.1854
H 0.319 1.794 -1.430 0.1 -0.4 0.6 0.1982
H -1.920 1.264 -0.622 -0.9 0.2 -0.1 0.4085
```
Forces are in eV/Å.

E_LUMO (spin up / spin down): 0.012 / 0.003 Eh
Energy relative to the best compared isomer or geometry (same formula, charge and spin): 4.216 eV
HOMO (spin up / spin down): -10.0 / -7.4 eV
Orbital gap (spin up / spin down): 0.3789 / 0.2742 Ha

No. 5
C33H34IrN5O7Si2 | ωB97M-V with the def2-TZVPD basis set

```
82
Properties=species:S:1:pos:R:3:forces:R:3:lowdin_charge:R:1
Ir -0.458 -0.106 -0.039 -0.1 0.0 -0.1 1.2657
C 3.843 -0.530 -1.257 0.0 0.0 0.0 -0.1559
Si 2.507 0.783 -1.132 0.1 -0.2 -0.1 0.4007
C 3.280 2.492 -0.976 0.0 0.0 0.0 -0.1567
C 1.616 0.750 -2.781 0.0 0.0 0.0 -0.1624
N 1.435 0.469 0.197 -0.2 0.3 0.0 -0.1857
C 1.920 0.123 1.470 0.2 0.1 0.0 -0.2995
C 3.188 0.441 1.942 0.1 0.0 0.0 -0.0628
C 3.605 0.045 3.214 0.0 0.0 -0.1 -0.1230
C 2.749 -0.674 4.029 -0.1 0.0 0.0 -0.1314
C 1.468 -0.983 3.579 0.0 0.0 0.1 -0.0564
C 1.040 -0.578 2.317 -0.1 -0.1 0.0 -0.3194
N -0.208 -0.809 1.794 -0.1 -0.1 0.1 -0.2163
Si -1.646 -1.420 2.505 0.0 0.0 0.0 0.3763
C -1.554 -3.246 2.916 0.0 0.0 0.0 -0.1662
C -2.156 -0.445 4.021 0.0 0.0 0.0 -0.1620
C -2.935 -1.163 1.151 0.0 0.0 0.0 -0.1873
H 4.490 -0.334 -2.117 0.0 0.0 0.0 0.0282
H 3.363 -1.501 -1.408 0.0 0.0 0.0 0.0263
H 4.470 -0.605 -0.368 0.0 0.0 0.0 0.0217
H 3.795 2.759 -1.905 0.0 0.0 0.0 0.0312
H 4.001 2.565 -0.160 0.0 0.0 0.0 0.0187
H 2.503 3.241 -0.795 0.0 0.0 0.0 0.0144
H 2.384 0.675 -3.557 0.0 0.0 0.0 0.0393
H 1.049 1.659 -2.986 0.1 0.0 0.0 0.0121
H 0.958 -0.114 -2.876 0.0 0.0 0.0 0.0197
H 3.867 1.017 1.325 0.0 0.0 0.0 0.0756
H 4.599 0.308 3.555 0.0 0.0 0.0 0.0878
H 3.065 -0.988 5.017 0.0 0.0 0.0 0.0885
H 0.789 -1.543 4.215 0.0 0.0 0.0 0.0902
H -0.827 -3.445 3.708 0.0 0.0 0.0 0.0208
H -1.236 -3.807 2.033 0.0 0.0 0.0 0.0272
H -2.524 -3.633 3.244 0.0 0.0 0.0 0.0239
H -1.490 -0.628 4.868 0.0 0.0 0.0 0.0219
H -3.173 -0.700 4.333 0.0 0.0 0.0 0.0255
H -2.119 0.623 3.793 0.0 0.0 0.0 0.0275
H -2.657 -1.673 0.220 0.0 0.0 0.0 0.0193
H -3.104 -0.098 0.952 0.0 0.0 0.0 0.0217
H -3.900 -1.582 1.453 0.0 0.0 0.0 0.0352
O 1.064 7.306 -1.149 -0.1 0.1 0.0 0.0690
N 0.663 6.388 -1.840 0.3 -0.2 0.0 -0.3602
O 0.691 6.382 -3.057 -0.1 0.0 0.0 0.0664
C 0.168 5.198 -1.164 -0.1 0.1 0.0 -0.1466
C 0.144 5.157 0.228 0.0 0.0 0.0 0.0826
C -0.341 4.048 0.854 -0.1 0.0 0.0 -0.0444
C -0.747 2.847 0.165 0.1 0.0 -0.1 -0.2878
O -1.063 1.803 0.776 -0.2 0.0 0.2 -0.1121
C -0.724 2.994 -1.270 0.0 0.0 0.0 -0.0677
C -0.295 4.141 -1.910 0.0 0.0 -0.1 0.0720
N -1.260 1.972 -2.151 0.0 0.0 0.1 -0.3041
O -1.160 0.763 -1.883 0.0 0.0 0.0 -0.0948
O -1.792 2.326 -3.178 0.0 0.0 0.0 0.1111
N -0.408 4.099 2.321 0.3 -0.2 0.0 -0.3436
O 0.473 4.717 2.894 -0.1 0.1 -0.1 0.0742
O -1.329 3.539 2.868 -0.2 0.0 0.0 0.1040
H 0.495 5.995 0.812 0.0 0.0 0.0 0.1358
H -0.311 4.200 -2.988 0.0 0.0 0.0 0.1366
C 0.099 -1.800 -0.755 0.1 -0.1 0.0 -0.1638
C 0.618 -2.869 -1.064 -0.2 -0.1 0.0 -0.1247
C 1.216 -4.115 -1.201 0.1 0.0 -0.1 -0.1478
C 1.332 -4.727 -2.521 0.0 0.0 0.1 -0.1807
C 2.324 -5.670 -2.829 0.0 0.0 0.0 -0.0464
C 2.428 -6.208 -4.101 0.0 0.0 0.0 -0.0982
C 1.549 -5.824 -5.105 0.0 0.0 0.0 -0.1122
C 0.569 -4.879 -4.821 0.0 0.0 0.0 -0.0951
C 0.465 -4.335 -3.554 0.0 0.0 0.0 -0.0296
C 1.737 -4.737 0.023 0.0 0.0 0.0 -0.1747
C 2.136 -3.928 1.099 0.0 0.0 -0.1 -0.0111
C 2.606 -4.485 2.274 0.0 0.0 0.0 -0.0757
C 2.677 -5.866 2.420 0.0 0.0 0.0 -0.1042
C 2.262 -6.681 1.375 0.0 0.0 0.0 -0.0994
C 1.801 -6.126 0.191 0.0 0.0 0.0 -0.0530
H 3.039 -5.958 -2.069 0.0 0.0 0.0 0.1067
H 3.212 -6.926 -4.313 0.0 0.0 0.0 0.0959
H 1.632 -6.248 -6.098 0.0 0.0 0.0 0.0911
H -0.120 -4.564 -5.595 0.0 0.0 0.0 0.0968
H -0.294 -3.595 -3.335 0.0 0.0 0.0 0.1072
H 2.074 -2.850 0.998 0.0 0.0 0.0 0.1031
H 2.919 -3.831 3.080 0.0 0.0 0.0 0.0976
H 3.041 -6.302 3.342 0.0 0.0 0.0 0.0922
H 2.288 -7.759 1.484 0.0 0.0 0.0 0.0943
H 1.454 -6.776 -0.603 0.0 0.0 0.0 0.1072
```
Forces are in eV/Å.

E_LUMO (spin up / spin down): 0.033 / 0.033 Eh
Energy relative to the best compared isomer or geometry (same formula, charge and spin): 0.000 eV
HOMO (spin up / spin down): -4.0 / -4.1 eV
Orbital gap (spin up / spin down): 0.1790 / 0.1831 Ha
Multiplicity: 2
<S²>: 0.80
Charge: -1

No. 6
CHO5V | ωB97M-V with the def2-TZVPD basis set

```
8
Properties=species:S:1:pos:R:3:forces:R:3:nbo_charge:R:1
O 1.135 0.862 0.629 0.2 0.5 -0.2 -0.4458
O -0.056 -0.786 -0.438 -0.8 1.6 0.1 -0.2772
O 0.489 -0.380 0.803 1.7 -1.0 1.1 -0.0823
C -1.218 0.091 -0.335 -1.6 0.0 -2.5 0.9504
O -1.368 1.051 -1.024 0.7 -1.0 0.8 -0.4888
O -2.063 -0.488 0.488 0.1 -0.5 0.2 -0.6584
V 2.526 -0.123 0.039 -0.3 -0.1 0.2 1.4691
H -2.974 -0.322 0.210 -0.1 0.5 0.2 0.5329
```
Forces are in eV/Å.

E_LUMO (spin up / spin down): -0.235 / -0.238 Eh
HOMO (spin up / spin down): -15.2 / -15.3 eV
Orbital gap (spin up / spin down): 0.3227 / 0.3238 Ha
Multiplicity: 4
<S²>: 3.77
Charge: +1

| no. | maximum force (eV/Å) |
| --- | --- |
| 1 | 1.9 |
| 2 | 3.2 |
| 3 | 3.2 |
| 4 | 4.6 |
| 5 | 0.4 |
| 6 | 3.0 |